C58H138O29 | ωB97M-V/def2-TZVPD

charge	0
HOMO energy	-9.20	eV
LUMO	0.603	eV
gap between HOMO and LUMO	9.798	eV
SMILES	COCCOCCOC.COCCOCCOC.COCCOCCOC.COCCOCCOC.COCCOCCOC.COCCOCCOC.COCCOCCOC.COCCOC.COCCOC.COCCOC.COCCOC

Each atom is followed by the atoms it is bonded to, with distances in Å.
Geometry (Å):
1 C 2.44 -1.77 4.12  O2 1.403, H10 1.103, H11 1.104, H12 1.090
2 O 1.67 -2.60 4.96  C1 1.403, C3 1.511
3 C 1.40 -1.83 6.24  O2 1.511, C4 1.491, H13 1.130, H14 1.088
4 C 0.16 -1.00 6.20  C3 1.491, O5 1.415, H15 1.092, H16 1.121
5 O -0.94 -1.83 5.92  C4 1.415, C6 1.422
6 C -2.12 -1.14 5.50  O5 1.422, C7 1.506, H17 1.149, H18 1.077
7 C -2.11 -0.62 4.09  C6 1.506, O8 1.405, H19 1.094, H20 1.099
8 O -1.53 0.66 4.01  C7 1.405, C9 1.460
9 C -1.64 1.20 2.66  O8 1.460, H21 1.099, H22 1.080, H23 1.115
10 H 3.38 -1.44 4.58  C1 1.103
11 H 1.90 -0.85 3.85  C1 1.104
12 H 2.75 -2.41 3.30  C1 1.090
13 H 2.35 -1.25 6.45  C3 1.130
14 H 1.28 -2.56 7.03  C3 1.088
15 H 0.25 -0.13 5.54  C4 1.092
16 H 0.04 -0.59 7.24  C4 1.121
17 H -2.50 -0.36 6.26  C6 1.149
18 H -2.87 -1.91 5.48  C6 1.077
19 H -3.15 -0.60 3.77  C7 1.094
20 H -1.46 -1.25 3.47  C7 1.099
21 H -1.06 0.55 1.98  C9 1.099
22 H -1.23 2.20 2.65  C9 1.080
23 H -2.72 1.16 2.40  C9 1.115
24 C 8.84 2.15 -2.25  O25 1.462, H33 1.091, H34 1.056, H35 1.131
25 O 7.51 1.55 -2.24  C24 1.462, C26 1.399
26 C 7.15 1.01 -3.48  O25 1.399, C27 1.539, H36 1.106, H37 1.140
27 C 5.82 0.26 -3.26  C26 1.539, O28 1.407, H38 1.118, H39 1.146
28 O 4.73 1.15 -3.30  C27 1.407, C29 1.445
29 C 3.57 0.65 -2.60  O28 1.445, C30 1.545, H40 1.079, H41 1.092
30 C 2.80 -0.49 -3.32  C29 1.545, O31 1.448, H42 1.093, H43 1.094
31 O 3.50 -1.75 -3.17  C30 1.448, C32 1.416
32 C 2.79 -2.83 -3.74  O31 1.416, H44 1.081, H45 1.072, H46 1.109
33 H 9.60 1.42 -2.55  C24 1.091
34 H 9.00 2.54 -1.28  C24 1.056
35 H 8.79 3.00 -2.98  C24 1.131
36 H 7.96 0.32 -3.78  C26 1.106
37 H 6.95 1.81 -4.26  C26 1.140
38 H 5.87 -0.22 -2.26  C27 1.118
39 H 5.73 -0.51 -4.11  C27 1.146
40 H 2.88 1.48 -2.58  C29 1.079
41 H 3.81 0.33 -1.59  C29 1.092
42 H 2.69 -0.26 -4.38  C30 1.093
43 H 1.82 -0.47 -2.85  C30 1.094
44 H 3.16 -3.76 -3.35  C32 1.081
45 H 2.99 -2.90 -4.79  C32 1.072
46 H 1.71 -2.78 -3.51  C32 1.109
47 C -3.07 -3.88 -7.19  O48 1.404, H56 1.106, H57 1.061, H58 1.106
48 O -4.32 -3.88 -6.55  C47 1.404, C49 1.393
49 C -4.84 -2.60 -6.44  O48 1.393, C50 1.523, H59 1.125, H60 1.101
50 C -6.32 -2.55 -6.06  C49 1.523, O51 1.396, H61 1.129, H62 1.091
51 O -6.56 -2.95 -4.74  C50 1.396, C52 1.409
52 C -7.33 -2.09 -3.94  O51 1.409, C53 1.481, H63 1.087, H64 1.092
53 C -6.61 -0.91 -3.43  C52 1.481, O54 1.477, H65 1.080, H66 1.133
54 O -5.86 -1.11 -2.18  C53 1.477, C55 1.437
55 C -4.86 -2.15 -2.21  O54 1.437, H67 1.102, H68 1.095, H69 1.076
56 H -3.19 -3.27 -8.10  C47 1.106
57 H -2.85 -4.92 -7.27  C47 1.061
58 H -2.29 -3.46 -6.53  C47 1.106
59 H -4.74 -2.08 -7.43  C49 1.125
60 H -4.26 -2.02 -5.70  C49 1.101
61 H -6.98 -3.18 -6.72  C50 1.129
62 H -6.61 -1.51 -6.19  C50 1.091
63 H -7.66 -2.66 -3.08  C52 1.087
64 H -8.25 -1.82 -4.47  C52 1.092
65 H -7.33 -0.15 -3.16  C53 1.080
66 H -5.94 -0.49 -4.25  C53 1.133
67 H -4.70 -2.41 -1.15  C55 1.102
68 H -3.96 -1.85 -2.75  C55 1.095
69 H -5.17 -3.08 -2.64  C55 1.076
70 C -0.62 4.76 -4.68  O71 1.423, H79 1.101, H80 1.096, H81 1.105
71 O -1.19 4.25 -3.48  C70 1.423, C72 1.431
72 C -0.30 3.52 -2.63  O71 1.431, C73 1.497, H82 1.079, H83 1.165
73 C -1.17 2.93 -1.56  C72 1.497, O74 1.350, H84 1.082, H85 1.157
74 O -1.78 3.94 -0.89  C73 1.350, C75 1.399
75 C -2.83 3.48 -0.09  O74 1.399, C76 1.549, H86 1.063, H87 1.086
76 C -3.10 4.56 0.99  C75 1.549, O77 1.418, H88 1.117, H89 1.117
77 O -2.04 4.50 1.93  C76 1.418, C78 1.411
78 C -2.05 5.48 2.96  O77 1.411, H90 1.124, H91 1.084, H92 1.097
79 H 0.36 5.25 -4.52  C70 1.101
80 H -1.42 5.45 -4.98  C70 1.096
81 H -0.44 4.00 -5.47  C70 1.105
82 H 0.53 4.13 -2.32  C72 1.079
83 H 0.15 2.66 -3.28  C72 1.165
84 H -0.57 2.34 -0.88  C73 1.082
85 H -1.98 2.24 -2.01  C73 1.157
86 H -2.62 2.57 0.43  C75 1.063
87 H -3.71 3.36 -0.71  C75 1.086
88 H -4.04 4.26 1.51  C76 1.117
89 H -3.23 5.55 0.48  C76 1.117
90 H -1.19 5.23 3.64  C78 1.124
91 H -2.94 5.49 3.57  C78 1.084
92 H -1.79 6.42 2.47  C78 1.097
93 C 5.92 0.64 0.46  O94 1.434, H102 1.038, H103 1.068, H104 1.140
94 O 5.26 0.70 1.72  C93 1.434, C95 1.435
95 C 5.44 1.93 2.45  O94 1.435, C96 1.533, H105 1.103, H106 1.103
96 C 4.90 1.79 3.88  C95 1.533, O97 1.405, H107 1.100, H108 1.089
97 O 3.50 1.85 3.91  C96 1.405, C98 1.380
98 C 2.98 1.75 5.19  O97 1.380, C99 1.514, H109 1.139, H110 1.116
99 C 1.51 2.11 5.21  C98 1.514, O100 1.407, H111 1.057, H112 1.091
100 O 1.05 1.89 6.52  C99 1.407, C101 1.405
101 C -0.24 2.36 6.80  O100 1.405, H113 1.089, H114 1.103, H115 1.074
102 H 5.59 -0.24 0.02  C93 1.038
103 H 6.99 0.65 0.52  C93 1.068
104 H 5.68 1.53 -0.21  C93 1.140
105 H 5.01 2.76 1.85  C95 1.103
106 H 6.52 2.08 2.61  C95 1.103
107 H 5.31 2.66 4.41  C96 1.100
108 H 5.30 0.83 4.20  C96 1.089
109 H 3.47 2.50 5.89  C98 1.139
110 H 3.11 0.72 5.60  C98 1.116
111 H 1.04 1.49 4.50  C99 1.057
112 H 1.33 3.11 4.84  C99 1.091
113 H -0.43 2.40 7.87  C101 1.089
114 H -1.01 1.73 6.31  C101 1.103
115 H -0.32 3.33 6.35  C101 1.074
116 C -5.27 -1.78 1.20  O117 1.428, H125 1.101, H126 1.114, H127 1.102
117 O -4.15 -2.67 1.09  C116 1.428, C118 1.378
118 C -4.39 -4.02 1.27  O117 1.378, C119 1.540, H128 1.079, H129 1.068
119 C -4.88 -4.39 2.68  C118 1.540, O120 1.459, H130 1.041, H131 1.089
120 O -6.31 -4.09 2.66  C119 1.459, C121 1.404
121 C -6.91 -4.08 3.93  O120 1.404, C122 1.480, H132 1.068, H133 1.103
122 C -6.63 -2.88 4.75  C121 1.480, O123 1.434, H134 1.110, H135 1.120
123 O -5.26 -2.81 5.17  C122 1.434, C124 1.426
124 C -4.95 -3.88 6.07  O123 1.426, H136 1.076, H137 1.094, H138 1.098
125 H -5.55 -1.58 2.24  C116 1.101
126 H -6.19 -2.15 0.69  C116 1.114
127 H -4.84 -0.84 0.82  C116 1.102
128 H -3.43 -4.48 1.08  C118 1.079
129 H -5.11 -4.40 0.58  C118 1.068
130 H -4.28 -3.93 3.39  C119 1.041
131 H -4.89 -5.47 2.80  C119 1.089
132 H -6.61 -4.97 4.43  C121 1.068
133 H -7.98 -4.19 3.71  C121 1.103
134 H -7.29 -2.89 5.65  C122 1.110
135 H -6.84 -1.95 4.16  C122 1.120
136 H -5.78 -4.14 6.71  C124 1.076
137 H -4.04 -3.55 6.57  C124 1.094
138 H -4.69 -4.78 5.50  C124 1.098
139 C 0.45 9.80 -4.55  O140 1.396, H148 1.139, H149 1.085, H150 1.126
140 O 1.53 10.02 -3.69  C139 1.396, C141 1.395
141 C 1.30 9.30 -2.52  O140 1.395, C142 1.488, H151 1.112, H152 1.114
142 C 2.54 9.14 -1.71  C141 1.488, O143 1.450, H153 1.072, H154 1.089
143 O 3.19 7.94 -2.21  C142 1.450, C144 1.426
144 C 3.89 7.16 -1.24  O143 1.426, C145 1.582, H155 1.098, H156 1.095
145 C 4.10 5.73 -1.86  C144 1.582, O146 1.396, H157 1.092, H158 1.122
146 O 5.25 5.20 -1.26  C145 1.396, C147 1.389
147 C 5.53 3.92 -1.75  O146 1.389, H159 1.079, H160 1.103, H161 1.120
148 H -0.55 10.08 -4.08  C139 1.139
149 H 0.50 8.77 -4.88  C139 1.085
150 H 0.53 10.45 -5.47  C139 1.126
151 H 0.95 8.26 -2.72  C141 1.112
152 H 0.47 9.76 -1.93  C141 1.114
153 H 2.32 8.97 -0.68  C142 1.072
154 H 3.24 9.97 -1.76  C142 1.089
155 H 3.29 7.16 -0.32  C144 1.098
156 H 4.89 7.59 -1.08  C144 1.095
157 H 4.09 5.70 -2.96  C145 1.092
158 H 3.23 5.11 -1.52  C145 1.122
159 H 4.75 3.21 -1.52  C147 1.079
160 H 6.47 3.56 -1.30  C147 1.103
161 H 5.78 3.96 -2.84  C147 1.120
162 C 5.07 -6.46 -1.60  O163 1.434, H168 1.072, H169 1.090, H170 1.080
163 O 4.51 -5.28 -1.01  C162 1.434, C164 1.439
164 C 3.45 -5.60 -0.08  O163 1.439, C165 1.525, H171 1.101, H172 1.121
165 C 2.59 -4.37 0.17  C164 1.525, O166 1.418, H173 1.125, H174 1.136
166 O 3.18 -3.39 1.00  C165 1.418, C167 1.435
167 C 4.19 -2.61 0.34  O166 1.435, H175 1.099, H176 1.114, H177 1.117
168 H 5.80 -6.22 -2.35  C162 1.072
169 H 4.30 -7.07 -2.08  C162 1.090
170 H 5.44 -7.11 -0.82  C162 1.080
171 H 3.91 -5.96 0.85  C164 1.101
172 H 2.82 -6.44 -0.46  C164 1.121
173 H 1.60 -4.71 0.59  C165 1.125
174 H 2.35 -3.82 -0.79  C165 1.136
175 H 4.31 -1.69 0.92  C167 1.099
176 H 3.89 -2.35 -0.70  C167 1.114
177 H 5.13 -3.22 0.33  C167 1.117
178 C -0.45 -4.47 2.66  O179 1.439, H184 1.108, H185 1.083, H186 1.083
179 O 0.32 -5.67 2.88  C178 1.439, C180 1.446
180 C 1.26 -5.47 3.96  O179 1.446, C181 1.522, H187 1.096, H188 1.073
181 C 0.66 -5.22 5.33  C180 1.522, O182 1.430, H189 1.117, H190 1.107
182 O 0.02 -6.40 5.83  C181 1.430, C183 1.461
183 C -0.55 -6.04 7.12  O182 1.461, H191 1.073, H192 1.080, H193 1.086
184 H -1.14 -4.24 3.49  C178 1.108
185 H -1.05 -4.56 1.76  C178 1.083
186 H 0.30 -3.70 2.49  C178 1.083
187 H 1.84 -4.56 3.79  C180 1.096
188 H 1.86 -6.36 3.94  C180 1.073
189 H 0.00 -4.32 5.38  C181 1.117
190 H 1.57 -4.97 5.91  C181 1.107
191 H -1.09 -5.11 7.12  C183 1.073
192 H 0.30 -5.78 7.74  C183 1.080
193 H -1.17 -6.90 7.38  C183 1.086
194 C -5.04 1.48 -7.61  O195 1.390, H200 1.095, H201 1.119, H202 1.068
195 O -4.59 0.95 -6.41  C194 1.390, C196 1.397
196 C -3.28 1.39 -6.21  O195 1.397, C197 1.494, H203 1.101, H204 1.097
197 C -2.63 0.85 -4.98  C196 1.494, O198 1.383, H205 1.087, H206 1.113
198 O -2.34 -0.50 -5.08  C197 1.383, C199 1.397
199 C -1.62 -1.11 -4.05  O198 1.397, H207 1.106, H208 1.089, H209 1.090
200 H -4.49 1.16 -8.50  C194 1.095
201 H -4.91 2.59 -7.54  C194 1.119
202 H -6.07 1.22 -7.76  C194 1.068
203 H -3.28 2.49 -6.22  C196 1.101
204 H -2.63 1.11 -7.05  C196 1.097
205 H -3.27 1.14 -4.14  C197 1.087
206 H -1.65 1.34 -4.80  C197 1.113
207 H -1.52 -2.19 -4.26  C199 1.106
208 H -2.09 -1.02 -3.07  C199 1.089
209 H -0.60 -0.73 -4.08  C199 1.090
210 C -1.04 -2.32 -0.60  O211 1.396, H216 1.136, H217 1.106, H218 1.062
211 O -0.49 -1.19 0.01  C210 1.396, C212 1.410
212 C 0.91 -1.34 0.11  O211 1.410, C213 1.477, H219 1.138, H220 1.097
213 C 1.59 -0.13 0.62  C212 1.477, O214 1.435, H221 1.079, H222 1.095
214 O 1.57 0.98 -0.29  C213 1.435, C215 1.403
215 C 1.84 2.20 0.34  O214 1.403, H223 1.123, H224 1.095, H225 1.069
216 H -0.74 -3.20 0.05  C210 1.136
217 H -0.63 -2.48 -1.61  C210 1.106
218 H -2.10 -2.26 -0.55  C210 1.062
219 H 1.43 -1.66 -0.86  C212 1.138
220 H 1.12 -2.13 0.84  C212 1.097
221 H 2.62 -0.35 0.87  C213 1.079
222 H 1.17 0.17 1.58  C213 1.095
223 H 2.90 2.23 0.70  C215 1.123
224 H 1.24 2.31 1.25  C215 1.095
225 H 1.76 3.05 -0.30  C215 1.069